ORCA calculation (the ωB97M-V functional and the def2-TZVPD basis) on a cluster of 11 separate species, C5H36N3O10 in total.

XYZ file:
```
54
Properties=species:S:1:pos:R:3:forces:R:3:mulliken_charge:R:1
N 0.64729 -2.58386 -0.61052 0.5 0.8 1.5 0.1504
C 1.75252 -3.01671 0.31878 1.0 -2.1 0.6 -0.6454
C 1.80646 -2.09896 1.60755 -2.1 -0.4 -3.6 -0.6165
N 2.09504 -0.83935 0.99631 -0.9 2.6 1.0 -0.1419
C 1.18032 0.43124 1.24819 1.0 -2.1 -0.8 2.0051
C 1.94903 1.36322 2.20317 0.2 0.1 0.7 -1.4944
C 1.17578 0.93450 -0.26119 2.3 -0.6 1.2 -0.3311
N 0.40257 2.10928 -0.50653 -6.3 -6.7 -0.8 0.2065
H -0.22424 -2.33629 -0.02599 0.8 -0.2 -0.2 0.3058
H 0.37686 -3.30338 -1.25492 0.0 -0.3 -0.4 0.4154
H 0.95316 -1.74736 -1.14324 -0.2 -0.6 0.2 -0.0115
H 2.69614 -2.99640 -0.33464 -1.1 0.3 1.4 0.3349
H 1.62375 -4.10980 0.61153 -0.2 1.3 -0.5 0.3680
H 2.43657 -2.39323 2.34325 3.1 -1.2 1.6 0.5715
H 0.92068 -2.18285 2.22032 -1.1 0.4 -0.7 0.0142
H 3.07433 -0.61741 1.18986 -0.6 0.4 -0.1 0.3142
H 0.14071 0.11443 1.67618 2.0 0.4 -1.1 -0.8248
H 1.46222 1.79001 3.07261 -1.1 -0.1 0.0 0.3706
H 2.77573 0.82895 2.77910 -0.5 0.8 -1.5 0.4020
H 2.18529 2.26512 1.62511 1.0 -0.3 0.3 0.3228
H 2.21998 1.08770 -0.64207 -0.8 0.1 0.9 0.2761
H 0.88574 0.19631 -0.96040 -0.8 -0.9 -0.1 -0.6884
H -0.39924 2.08049 0.21012 1.0 1.5 -1.0 0.2298
H 0.88308 2.85004 -0.58622 4.5 7.3 0.3 0.3843
H -1.80902 -2.34181 -2.41575 0.1 0.3 0.0 0.2847
H -1.98285 -1.16986 -1.27370 1.0 -0.4 -1.9 0.3895
O -1.29633 -1.60908 -2.04009 -1.7 0.4 1.1 -0.7241
H -1.96634 -1.84113 0.34789 -0.6 0.6 0.6 0.4293
H -1.35763 -1.53581 1.74763 -0.1 1.1 1.3 0.2914
O -1.39333 -2.16579 1.05643 0.4 -2.2 -1.6 -0.8660
H 3.25235 -0.55413 -2.34219 3.3 -0.6 0.4 0.2473
H 2.26684 0.25428 -3.12575 -0.2 -0.5 1.0 0.2940
O 2.35358 -0.44066 -2.42100 -2.8 0.6 -1.5 -0.5466
H -1.04934 -0.03442 -3.53678 -0.1 -1.7 0.3 0.2797
H -1.61163 1.32615 -3.17932 0.9 -0.5 -0.1 0.3387
O -0.84063 0.88074 -3.57878 -0.8 1.2 -1.1 -0.6508
H -1.91488 3.47212 0.55996 -0.2 0.1 -0.3 0.3279
H -1.86405 2.47254 1.71271 0.3 0.3 -0.3 0.3372
O -1.28944 3.02271 1.12821 -0.9 -0.4 1.5 -0.6618
H -0.69266 -1.34506 4.19313 -0.2 0.0 0.5 0.2286
H -1.37831 -0.15040 3.45470 -1.2 1.5 0.6 0.1977
O -0.86683 -0.92310 3.35804 1.2 -1.3 -0.7 -0.5402
H -2.25464 0.86614 -0.97865 -0.1 0.4 -0.2 0.5036
H -3.61851 -0.21615 -0.19712 -0.3 -0.4 -0.5 0.1358
O -2.67676 -0.35451 -0.30770 0.1 0.6 0.2 -1.0023
H -3.72261 1.04394 2.79238 -0.6 0.2 0.5 0.2808
H -3.08604 0.43486 1.57378 0.3 -0.6 -1.0 0.3326
O -2.87699 0.87527 2.39339 0.6 0.5 0.4 -0.6012
H -2.52184 2.15128 -2.04619 0.0 -0.3 1.1 0.2774
H -0.08609 2.05854 -1.46831 0.8 -0.3 2.0 0.3725
O -1.88435 1.76672 -1.40941 -1.6 0.5 -0.6 -0.8053
H 1.42036 2.79692 -3.39047 0.0 1.0 -0.8 0.2179
H 0.40776 1.50477 -3.34012 1.5 0.8 0.2 0.4385
O 1.32043 1.92925 -3.04328 -0.7 -1.2 0.2 -0.7243
```
Positions in Å, forces in eV/Å.

**Kohn-Sham gap**: 9.46 eV
**Total charge**: +1
**Energy above the lowest of the compared OMol25 structures with the same formula, charge and spin**: 104.0 kcal per mole
**E_LUMO**: -0.0855 Eh


ORCA calculation (the ωB97M-V functional and the def2-TZVPD basis) on a structure of composition C5H36NO13.

XYZ file:
```
55
Properties=species:S:1:pos:R:3:forces:R:3:mulliken_charge:R:1
C 1.13357 -0.60793 -3.09969 1.8 -1.8 -0.5 -1.7551
C 0.56058 -0.00295 -1.86191 -1.0 1.0 0.2 0.9196
N -0.77466 -0.48430 -1.44248 -0.2 0.3 0.1 0.8332
C -1.69283 -0.92796 -2.50231 0.8 0.6 0.7 -1.3312
C -1.25080 0.49120 -0.43969 -0.7 -0.2 -0.3 1.1195
C -2.75132 0.40353 -0.08334 0.7 0.6 1.0 -0.8565
O -2.90774 0.89754 1.27565 -0.1 0.1 -0.8 -0.4878
H 2.23129 -0.60806 -3.06017 -0.3 0.7 0.2 0.4502
H 0.90872 -0.19162 -4.07929 -0.7 0.3 0.2 0.3210
H 1.06190 -1.70244 -3.16903 -0.8 0.1 0.1 0.3294
H 1.19315 -0.06520 -0.97671 -0.3 -0.5 -0.5 -0.8558
H 0.51344 1.09036 -1.99782 -0.1 -0.2 -0.3 0.3629
H -2.58853 -1.27197 -2.00800 -0.4 -0.1 -0.2 0.4273
H -1.21763 -1.79427 -2.95795 -0.2 0.1 -0.4 0.3716
H -1.91683 -0.14681 -3.23929 -0.1 -0.1 -0.2 0.3198
H -0.59017 0.31833 0.41095 -0.4 -0.1 0.5 -0.3217
H -1.09617 1.55090 -0.65152 0.4 -0.3 -0.8 -0.4485
H -3.10461 -0.60731 -0.23264 -0.3 -0.2 0.4 0.5705
H -3.38176 1.10838 -0.63084 0.3 -0.3 -0.6 0.2387
H 0.27666 0.63844 3.94121 -0.1 0.1 -0.3 0.2905
H -2.13372 2.86600 1.64303 -0.1 0.2 -0.1 0.3665
O 0.23408 1.08580 3.08712 0.0 -0.4 -0.3 -0.7492
H -0.98556 3.37037 -0.33194 -0.4 0.0 0.7 0.4239
H -2.26016 3.54877 -1.21402 0.0 -0.1 0.3 0.2669
O -1.32074 3.72869 -1.15765 0.0 0.7 -0.9 -0.7189
H 0.92871 -1.87869 2.00861 0.7 0.4 -0.2 0.5270
H 0.16447 -3.05063 1.35804 1.4 -0.2 -0.2 0.4200
O 0.50566 -2.72738 2.21901 5.7 -3.8 -2.1 -0.8051
H 2.21766 -1.37620 0.29010 -0.4 -0.4 0.2 -0.0261
H 3.22083 -2.49942 0.29401 0.0 -0.2 -0.1 0.2133
O 2.46688 -2.18541 -0.21246 0.2 -0.1 0.2 -0.4764
H 1.31318 2.68660 1.63219 0.1 -0.2 0.4 0.3541
H 1.88044 1.19741 1.26530 0.4 1.6 0.0 0.5439
O 2.04557 2.24014 1.19365 -0.3 -0.8 -0.3 -0.8402
H -0.07995 -3.36679 -1.53798 0.9 0.1 0.1 0.2997
H 1.53325 -3.38743 -1.64049 -0.6 0.6 0.5 0.2920
O 0.71404 -3.88248 -1.76186 -0.5 -0.8 -0.4 -0.7141
H 0.80687 0.53960 2.44732 -0.2 0.2 1.0 0.2751
H 2.70264 -0.22152 2.08551 -0.8 -0.1 -0.3 0.0602
O 1.86722 -0.22924 1.56872 0.7 -0.9 0.2 -1.0569
H -0.64222 -2.50668 2.40445 -0.9 -0.3 1.6 0.5127
H -3.15471 0.17416 1.83125 0.0 -0.8 0.7 0.2600
O -1.29569 -1.81150 2.54562 -5.6 3.6 0.8 -0.9205
H -1.33385 -1.98360 -0.26924 0.1 0.2 -0.4 0.2342
H -1.80813 -2.68640 0.98217 -0.6 0.3 -0.3 0.4730
O -1.88773 -2.73503 0.00806 0.3 -0.4 0.4 -0.7369
H 3.07412 1.13297 -1.41091 -0.1 -0.3 0.5 0.3488
H 2.99717 -0.05504 -0.37973 0.1 0.6 0.2 0.4515
O 3.17296 0.17270 -1.29353 1.4 0.8 -0.5 -0.6758
H 1.33647 2.69075 -0.32454 0.6 0.3 -0.4 0.3547
H 0.70208 3.73689 -1.30412 0.1 -0.2 -0.2 0.3001
O 1.37587 3.05069 -1.24483 0.0 0.1 0.1 -0.6497
H -0.85664 2.21454 1.88216 0.2 0.5 0.3 0.2902
H -0.71298 -1.07580 2.31873 -0.9 0.5 0.3 0.2763
O -1.19788 3.10678 1.65331 0.0 -0.7 -0.1 -0.6716
```
Positions in Å, forces in eV/Å.

**Kohn-Sham gap**: 8.40 eV
**Total charge**: -1
**Energy above the lowest of the compared OMol25 structures with the same formula, charge and spin**: 111.7 kcal per mole
**E_LUMO**: 0.1032 Eh